Record 1
6
Properties=species:S:1:pos:R:3:forces:R:3:nbo_charge:R:1 method="wB97M-V/def2-TZVPD" largest_force_ev_per_a=3.14 de_lowest_kcal_mol=81.9 orbital_gap_ev="6.804 / 6.805" spin_multiplicity=1 lumo_energy_ev="-2.14 / -2.14"
H 0.163025 -0.558927 -1.075875 0.76 -0.79 0.06 0.239
H 1.010294 0.991872 -0.740062 0.15 0.48 -0.94 0.217
Se -1.170257 0.917092 0.386579 -0.18 -3.05 0.73 0.124
H 1.154967 -0.014152 0.596798 -0.95 -1.16 -1.61 0.243
H -1.674867 -1.466426 1.169886 0.39 2.71 -0.77 -0.028
C 0.516837 0.130541 -0.337326 -0.18 1.81 2.53 -0.795


Record 2
9
Properties=species:S:1:pos:R:3:forces:R:3:nbo_charge:R:1 method="wB97M-V/def2-TZVPD" largest_force_ev_per_a=4.19 orbital_gap_ev=8.806 spin_multiplicity=1 lumo_energy_ev=0.31
C 1.336402 -0.150846 -0.113025 0.93 0.36 0.02 -0.240
O 0.145016 -0.847902 -0.308608 -1.40 0.14 -0.76 -1.088
H -1.135554 -0.050760 0.781876 -3.78 1.15 -0.69 0.513
H 1.270724 0.563138 0.731150 -0.02 -0.27 -0.25 0.156
H 1.629243 0.436919 -1.004155 -0.01 -0.14 0.25 0.151
H 2.167932 -0.845868 0.105188 -0.31 0.24 -0.05 0.173
Al -1.068976 -0.651102 -1.688292 0.70 -0.13 1.04 0.863
O -2.186751 0.306812 0.632932 3.90 -1.49 0.40 -1.002
H -2.158032 1.239611 0.862930 -0.01 0.14 0.04 0.474


Record 3
8
Properties=species:S:1:pos:R:3:forces:R:3:nbo_charge:R:1 method="wB97M-V/def2-TZVPD" largest_force_ev_per_a=4.84 de_lowest_kcal_mol=14.2 orbital_gap_ev=10.872 spin_multiplicity=1 lumo_energy_ev=0.61
H -1.166800 0.231467 -1.559820 0.85 0.62 2.74 0.224
O 0.734223 -0.385705 1.288290 -1.26 1.29 1.23 -0.872
B 0.539811 -0.276757 -0.011210 -1.35 -1.05 -2.18 0.782
H -0.376021 1.498170 -0.432047 -0.91 0.35 0.07 0.236
H 1.375996 -0.910836 1.700298 1.59 -1.07 0.35 0.501
C -0.797900 0.484130 -0.440581 2.64 -0.55 -4.01 -0.976
H 1.178873 -0.892307 -0.827818 0.41 0.28 0.23 -0.124
H -1.488183 0.251838 0.282888 -1.98 0.12 1.58 0.229


Record 4
11
Properties=species:S:1:pos:R:3:forces:R:3:nbo_charge:R:1 method="wB97M-V/def2-TZVPD" largest_force_ev_per_a=4.31 de_lowest_kcal_mol=58.0 orbital_gap_ev="6.173 / 9.068" s_squared=2.004 spin_multiplicity=3 lumo_energy_ev="0.19 / -1.14"
H 0.084479 0.972070 -0.452700 3.87 -1.55 1.08 -0.191
H 3.499923 0.701071 0.816219 -2.12 0.88 -0.66 0.508
H -1.846966 1.662989 -0.155891 -1.36 -2.07 -1.13 0.499
O -2.309993 0.811477 -0.513258 2.30 3.14 1.54 -0.752
O 1.915387 -1.111234 -0.136263 -1.36 2.12 -0.06 -1.013
O -2.769381 -1.208962 0.229356 -2.38 -2.43 -0.40 -0.783
H 2.541713 -1.854181 -0.201349 -0.14 1.38 0.24 0.541
O 2.621033 1.144797 0.553721 1.38 -0.76 0.38 -0.939
H -3.556133 -1.189558 -0.460215 2.88 0.66 1.87 0.516
C -1.881303 -0.230016 0.287929 -1.72 0.68 -1.88 0.529
B 1.701241 0.301545 0.032448 -1.36 -2.04 -0.98 1.086


Record 5
9
Properties=species:S:1:pos:R:3:forces:R:3:nbo_charge:R:1 method="wB97M-V/def2-TZVPD" largest_force_ev_per_a=4.36 de_lowest_kcal_mol=71.4 orbital_gap_ev=8.462 spin_multiplicity=1 lumo_energy_ev=-0.04
S -2.204892 0.011319 -0.035995 -0.71 0.97 -0.21 -0.029
B 0.688007 -0.293246 0.196209 -1.20 0.01 -0.62 0.045
H 0.306535 1.490941 -0.985863 -0.62 0.19 -1.42 0.517
O 0.628257 1.326754 -0.118901 4.19 -0.94 -0.33 -0.721
H -0.814534 -1.797800 -0.259935 -0.25 -0.46 -0.21 0.186
H -0.077488 1.380197 0.449152 -3.48 1.27 2.31 0.517
C -0.790639 -0.722899 -0.131073 0.57 -1.33 0.78 -0.481
H 0.882297 -0.463844 1.338336 0.18 0.36 0.76 -0.006
H 1.382453 -0.931426 -0.451933 1.31 -0.06 -1.06 -0.028


Record 6
8
Properties=species:S:1:pos:R:3:forces:R:3:nbo_charge:R:1 method="wB97M-V/def2-TZVPD" largest_force_ev_per_a=4.62 de_lowest_kcal_mol=73.4 orbital_gap_ev=9.144 spin_multiplicity=1 lumo_energy_ev=0.31
H 0.455238 -0.326660 -2.671136 -0.29 0.31 -0.73 0.134
H 0.799863 -0.325135 1.169247 4.12 -0.54 0.02 0.233
H 1.229269 -0.134850 -0.972713 -0.39 -1.20 -0.62 0.156
H -0.719072 -0.958160 1.105663 -0.65 -0.21 0.35 0.273
H -1.550334 1.952287 0.792140 -0.51 0.78 -0.17 -0.089
C -0.142540 -0.071555 1.357267 -4.14 1.85 -0.91 -1.079
S 0.783631 -1.204096 -1.751494 0.75 0.76 1.03 -0.291
B -0.856055 1.068168 0.971025 1.10 -1.75 1.03 0.665


Record 7
9
Properties=species:S:1:pos:R:3:forces:R:3:nbo_charge:R:1 method="wB97M-V/def2-TZVPD" largest_force_ev_per_a=3.06 de_lowest_kcal_mol=81.2 orbital_gap_ev="8.727 / 8.131" spin_multiplicity=1 lumo_energy_ev="0.43 / -0.08"
H 0.822944 -0.766698 1.198524 0.72 0.38 -1.11 0.182
H -2.694708 -0.873344 0.419053 0.82 0.83 -0.16 0.385
Br -1.335190 2.482435 0.424910 -0.52 0.41 -0.91 0.137
C 1.175575 0.128299 0.646543 -0.27 -2.35 -0.11 -0.481
N -1.361621 0.647111 0.692999 0.30 -1.97 1.48 -0.303
N -2.023980 -0.236058 -0.048263 -0.74 0.79 -1.24 -0.604
H 1.762322 0.243143 -0.246993 -0.03 -0.65 -0.17 0.174
H 0.982575 0.971843 1.167442 -0.30 2.64 1.51 0.153
H -2.224391 -0.037872 -1.039917 0.03 -0.07 0.72 0.356


Record 8
12
Properties=species:S:1:pos:R:3:forces:R:3:nbo_charge:R:1 method="wB97M-V/def2-TZVPD" largest_force_ev_per_a=4.61 de_lowest_kcal_mol=36.2 orbital_gap_ev=9.037 spin_multiplicity=1 lumo_energy_ev=-1.34
Cd -0.195945 -0.623518 0.038872 0.68 0.14 -0.57 1.363
O -2.367457 -0.833709 0.052469 -0.62 -1.99 4.09 -0.874
C 2.199713 2.147606 -1.289025 0.09 -1.06 -0.55 -0.851
Cl -2.324372 -1.691779 1.551552 2.13 0.76 -1.60 2.189
H 3.089848 1.922543 -0.683862 -0.51 0.31 0.07 0.222
O -3.077913 -0.937485 2.543932 1.07 -1.76 -1.70 -0.676
O -2.665215 -3.102526 1.294534 0.45 3.30 0.91 -0.665
H 1.563072 2.932796 -0.918845 0.02 0.29 0.51 0.215
H 2.555124 2.463823 -2.277212 -0.20 -0.30 0.13 0.227
H 0.277768 -1.894808 -0.875281 0.90 -0.17 -0.88 -0.461
H 1.589775 1.210611 -1.378666 0.58 0.73 -0.14 0.187
O -0.644397 -1.593556 1.941530 -4.59 -0.25 -0.25 -0.874


Record 9
12
Properties=species:S:1:pos:R:3:forces:R:3:nbo_charge:R:1 method="wB97M-V/def2-TZVPD" largest_force_ev_per_a=4.12 de_lowest_kcal_mol=16.7 orbital_gap_ev=9.251 spin_multiplicity=1 lumo_energy_ev=0.11
H -1.404789 -1.204303 -0.020035 -0.99 -1.33 -2.81 0.180
N -0.119447 1.525568 -1.426254 -0.24 -2.63 2.94 -1.181
Cl 1.812354 1.821664 0.786606 0.63 0.19 0.08 -0.230
S 1.804187 -0.874404 -1.338496 -1.22 1.47 0.31 -0.064
P 0.554427 0.567168 -0.109553 -0.25 -0.45 -0.84 1.619
N -0.224182 -0.067139 1.102736 0.22 1.05 -1.51 -1.008
H 0.368748 1.957684 -2.179643 0.36 0.35 -0.07 0.422
C -1.291653 -1.090249 0.983145 3.68 -0.58 1.76 -0.398
H -0.938396 -2.029701 1.511809 -0.51 0.96 -0.79 0.195
Cl 2.521916 -1.802780 0.262843 0.45 -0.51 0.56 -0.131
H -2.166256 -0.763008 1.413076 -1.98 0.83 1.10 0.193
H -0.916915 1.959503 -0.986238 -0.14 0.64 -0.72 0.404


Record 10
12
Properties=species:S:1:pos:R:3:forces:R:3:nbo_charge:R:1 method="wB97M-V/def2-TZVPD" largest_force_ev_per_a=4.02 de_lowest_kcal_mol=8.6 orbital_gap_ev=8.527 spin_multiplicity=1 lumo_energy_ev=-0.44
H -0.230308 1.515866 -0.974805 -1.47 -0.56 -0.07 0.187
Cl 3.590777 1.315968 -0.732701 0.13 0.20 -0.12 -0.134
H 2.025992 -2.330595 1.627637 -1.40 0.56 -0.18 0.425
P 1.212485 -0.608457 0.311962 -1.16 0.29 -0.21 1.695
H 0.260826 -2.077321 1.681742 -0.23 -0.33 0.24 0.436
S 2.904087 0.630084 1.034408 -0.86 -0.80 -0.53 -0.029
C -0.971379 0.781069 -0.530664 0.90 2.89 2.65 -0.407
N -0.257723 -0.081763 0.342777 2.57 -1.32 -0.18 -1.015
N 1.174965 -1.764756 1.431621 2.29 -0.94 0.97 -1.210
H -1.666671 1.330465 0.212396 0.73 -0.38 -1.70 0.197
H -1.530927 0.203789 -1.187847 -1.04 -0.56 -1.66 0.193
Cl 2.063128 -1.653787 -1.384228 -0.46 0.97 0.79 -0.337


Record 11
12
Properties=species:S:1:pos:R:3:forces:R:3:nbo_charge:R:1 method="wB97M-V/def2-TZVPD" largest_force_ev_per_a=3.84 de_lowest_kcal_mol=0.0 orbital_gap_ev=10.759 spin_multiplicity=1 lumo_energy_ev=0.24
H 1.658558 0.273407 -0.593215 0.05 -0.02 -0.02 -0.663
O -3.141692 1.098124 1.544066 1.95 0.72 -0.61 -0.725
H 0.875577 -3.527492 -2.280649 0.31 0.11 0.25 0.213
C 1.170961 -3.577302 -1.222477 0.87 1.08 -0.77 -0.853
O -1.440485 2.833933 1.277484 -0.62 -1.39 -0.08 -0.761
Mg 0.167897 0.595415 0.084121 1.93 -0.83 -0.99 1.573
H 0.364057 -4.054259 -0.725741 -0.57 -0.42 0.78 0.210
H 1.351197 -2.542512 -0.840295 -0.24 -0.86 -0.28 0.211
H 2.104602 -4.146361 -1.130119 -0.36 0.08 0.01 0.218
Cl -1.817989 1.451366 1.094503 -3.14 1.50 1.61 2.444
O -1.665546 1.120591 -0.347678 -0.05 -0.01 0.11 -0.933
O -0.805478 0.603412 1.778080 -0.12 0.02 -0.02 -0.933


Record 12
9
Properties=species:S:1:pos:R:3:forces:R:3:nbo_charge:R:1 method="wB97M-V/def2-TZVPD" largest_force_ev_per_a=4.01 de_lowest_kcal_mol=81.3 orbital_gap_ev=9.515 spin_multiplicity=1 lumo_energy_ev=0.38
N -0.254537 1.516422 -0.226014 -0.52 -3.72 1.40 -0.700
H -0.842572 -0.823644 -0.760649 -0.71 -0.33 -0.97 0.215
H 0.223762 -2.004035 -0.114733 0.45 -1.11 0.21 0.217
Cl 2.082603 -0.189683 -0.184752 -0.85 -0.01 0.02 0.076
H -1.183344 -1.326527 0.841109 0.07 -0.17 0.76 0.215
N 0.477584 -0.036726 0.502244 -0.27 3.30 -0.14 -0.271
H -0.484743 2.016843 0.634098 0.60 -0.14 -0.25 0.355
H 0.369403 2.028286 -0.827996 0.96 -0.18 0.28 0.354
C -0.388160 -1.180940 0.136691 0.27 2.37 -1.31 -0.461


Please write out number 5 again, unchanged.
9
Properties=species:S:1:pos:R:3:forces:R:3:nbo_charge:R:1 method="wB97M-V/def2-TZVPD" largest_force_ev_per_a=4.36 de_lowest_kcal_mol=71.4 orbital_gap_ev=8.462 spin_multiplicity=1 lumo_energy_ev=-0.04
S -2.204892 0.011319 -0.035995 -0.71 0.97 -0.21 -0.029
B 0.688007 -0.293246 0.196209 -1.20 0.01 -0.62 0.045
H 0.306535 1.490941 -0.985863 -0.62 0.19 -1.42 0.517
O 0.628257 1.326754 -0.118901 4.19 -0.94 -0.33 -0.721
H -0.814534 -1.797800 -0.259935 -0.25 -0.46 -0.21 0.186
H -0.077488 1.380197 0.449152 -3.48 1.27 2.31 0.517
C -0.790639 -0.722899 -0.131073 0.57 -1.33 0.78 -0.481
H 0.882297 -0.463844 1.338336 0.18 0.36 0.76 -0.006
H 1.382453 -0.931426 -0.451933 1.31 -0.06 -1.06 -0.028